ORCA calculation (wB97M-V/def2-TZVPD) on the molecule CHN2O2P at a distorted geometry.

Results
- energy above the lowest of the compared OMol25 structures with the same formula, charge and spin (eV) = 0.286
- HOMO energy (eV) = -11.0
- HOMO-LUMO gap (eV) = 10.30
- LUMO (eV) = -0.737
- charge = 0

Each line ends with the Mulliken charge.
CARTESIAN COORDINATES (ANGSTROEM)
1 N 1.22 -2.10 -0.72  -0.280
2 C 0.90 -1.23 -0.04  0.276
3 P 0.39 0.13 1.09  0.015
4 N -1.00 0.54 -0.09  0.834
5 O -2.01 -0.12 -0.08  -0.503
6 O -0.78 1.47 -0.79  -0.501
7 H 1.28 1.31 0.63  0.159

***

ORCA calculation (wB97M-V/def2-TZVPD) on the ion CHN2O4S with charge -1 at a distorted geometry.

Results
- energy above the lowest of the compared OMol25 structures with the same formula, charge and spin (eV) = 2.880
- HOMO energy (alpha / beta) (eV) = -0.7 / -5.2
- spin multiplicity = 3
- HOMO-LUMO gap (alpha / beta) (eV) = 4.61 / 6.72
- expectation value of S² = 2.012
- LUMO (alpha / beta) (eV) = 3.862 / 1.497
- charge = -1

Each line ends with the Mulliken charge.
CARTESIAN COORDINATES (ANGSTROEM)
1 C 0.36 0.87 0.10  0.578
2 N -0.76 1.04 -0.52  -0.403
3 N 0.52 -0.56 0.62  0.192
4 O 1.31 1.60 0.30  -0.675
5 O 1.60 -1.04 -0.26  -0.441
6 O -2.96 -0.02 0.10  -0.504
7 O -0.62 -1.24 0.37  -0.302
8 S -1.74 -0.26 -0.66  0.215
9 H 2.29 -0.40 -0.05  0.339

***

ORCA calculation (wB97M-V/def2-TZVPD) on a cluster of 2 separate species, CHN2OS in total at a distorted geometry.

Results
- energy above the lowest of the compared OMol25 structures with the same formula, charge and spin (eV) = 1.243
- HOMO energy (eV) = -3.3
- HOMO-LUMO gap (eV) = 5.75
- LUMO (eV) = 2.446
- charge = -1

Each line ends with the Mulliken charge.
CARTESIAN COORDINATES (ANGSTROEM)
1 C -2.08 -1.54 -0.40  0.107
2 N -2.86 -2.39 -0.21  -0.565
3 N 1.75 1.08 0.51  0.061
4 O 2.59 1.42 -0.36  -0.269
5 S -0.83 -0.55 -0.50  -0.524
6 H 1.42 1.98 0.95  0.190

***

ORCA calculation (wB97M-V/def2-TZVPD) on the molecule CHN3O2 at a distorted geometry.

Results
- energy above the lowest of the compared OMol25 structures with the same formula, charge and spin (eV) = 1.858
- HOMO energy (eV) = -11.5
- HOMO-LUMO gap (eV) = 11.78
- LUMO (eV) = 0.303
- charge = 0

Each line ends with the Mulliken charge.
CARTESIAN COORDINATES (ANGSTROEM)
1 O 1.94 0.11 -0.02  -0.425
2 C 0.55 0.17 -0.07  0.741
3 N -0.24 1.15 0.06  -0.342
4 N -1.42 0.54 -0.01  -0.087
5 N -1.39 -0.70 -0.04  -0.004
6 O 0.03 -1.01 0.06  -0.199
7 H 2.20 -0.75 0.02  0.317

***

ORCA calculation (wB97M-V/def2-TZVPD) on the molecule CHN3O3 at a distorted geometry.

Results
- energy above the lowest of the compared OMol25 structures with the same formula, charge and spin (eV) = 3.185
- HOMO energy (eV) = -11.4
- HOMO-LUMO gap (eV) = 8.88
- LUMO (eV) = -2.473
- charge = 0

Each line ends with the Mulliken charge.
CARTESIAN COORDINATES (ANGSTROEM)
1 H -0.79 1.43 -0.85  0.334
2 N -1.69 1.10 -0.44  -0.621
3 N -1.53 0.01 0.05  1.058
4 O -2.39 -0.74 0.53  -0.546
5 O -0.27 -0.69 0.16  -0.240
6 N 1.18 0.20 0.25  -0.315
7 C 2.20 -0.45 0.14  0.664
8 O 3.29 -0.87 0.15  -0.334

***

ORCA calculation (wB97M-V/def2-TZVPD) on a structure of composition CHN3O3S at a distorted geometry.

Results
- energy above the lowest of the compared OMol25 structures with the same formula, charge and spin (eV) = 6.934
- HOMO energy (eV) = -9.4
- HOMO-LUMO gap (eV) = 8.52
- LUMO (eV) = -0.830
- charge = 0

Each line ends with the Mulliken charge.
CARTESIAN COORDINATES (ANGSTROEM)
1 C 1.39 1.29 0.21  0.651
2 N 0.96 0.54 1.09  -0.362
3 N 0.77 -0.41 -1.15  -0.448
4 N -1.54 -0.47 0.71  0.725
5 O -1.94 0.13 -0.26  -0.482
6 O -2.11 -0.78 1.72  -0.537
7 O 1.79 1.46 -0.87  -0.239
8 S 0.52 -0.82 0.30  0.422
9 H 0.15 -0.92 -1.76  0.270